Entry 1:
C3H8BNO2 | the ωB97M-V functional and the def2-TZVPD basis

```
15
Properties=species:S:1:pos:R:3
B -1.57111 0.31994 0.05824
C 1.12921 0.38084 -0.01685
C 1.94720 -0.86458 -0.05107
C -0.58938 0.12858 1.18842
N 1.36022 1.41609 -0.67377
O -2.17426 -0.88473 -0.38421
O -1.81412 1.53701 -0.59591
H 2.81374 -0.87172 0.55498
H 1.26343 -1.65968 0.48874
H 2.26601 -1.30293 -1.00413
H -0.39496 -0.82719 1.55035
H -0.24404 1.03051 1.88044
H 0.84750 2.26046 -0.63808
H -2.65184 -0.74867 -1.31682
H -2.38316 1.52302 -1.36324
```

HOMO: -8.5 eV
Molecular weight: 100.914 g mol⁻¹
Energy relative to the best compared isomer or geometry (same formula, charge and spin): 54.5 kcal per mole
Multiplicity: 1
LUMO level: 0.322 eV
Gap between HOMO and LUMO: 0.325 hartree
Max |F|: 6.1 eV/Å

Entry 2:
C46H40AsBr4F6HgN7O4S2 | the ωB97M-V functional and the def2-TZVPD basis

```
111
Properties=species:S:1:pos:R:3
Hg -0.23075 0.21572 0.29576
O -0.69512 -2.82741 -3.56775
C -2.02764 -2.99162 -3.50217
C -2.62330 -3.91350 -4.36480
C -3.99198 -4.10411 -4.34314
C -4.78867 -3.37629 -3.46434
C -4.19729 -2.46116 -2.61033
C -2.81967 -2.25558 -2.60706
C -2.18802 -1.27438 -1.66496
O -0.90585 -1.23614 -1.59654
N -3.03403 -0.55571 -0.98445
N -2.47798 0.39584 -0.15255
C -3.38084 1.03103 0.49142
S -5.08057 0.63746 0.18529
C -5.71200 1.89033 1.34209
C -4.72795 3.04037 1.33314
S -3.08638 2.32596 1.62065
H -0.48906 -2.15402 -2.85032
H -1.98614 -4.46484 -5.04516
H -4.44289 -4.82231 -5.01869
H -5.86177 -3.52016 -3.45089
H -4.79077 -1.87483 -1.92118
H -5.78757 1.45620 2.34055
H -6.70351 2.18981 0.99871
H -4.91237 3.75560 2.13585
H -4.71628 3.55000 0.36984
C 1.16641 -0.25205 -3.99270
C 1.57864 1.10543 -3.49182
C 1.64203 2.16969 -4.38176
C 1.92195 3.45086 -3.94598
C 2.14181 3.67512 -2.59832
C 2.09800 2.63865 -1.67446
C 2.29741 2.93513 -0.21481
C 1.82607 1.34860 -2.13906
N 1.74323 0.24985 -1.22335
C 2.75919 -0.48763 -1.03400
C 4.09435 -0.21112 -1.68842
C 2.72956 -1.71867 -0.14055
C 4.07464 -2.27493 0.26796
N 1.63010 -2.25494 0.19030
C 1.57939 -3.47495 0.91409
C 1.41631 -4.65885 0.17986
C 1.38941 -4.60698 -1.31937
C 1.27879 -5.86351 0.85625
C 1.30108 -5.91317 2.24049
C 1.48491 -4.74142 2.95414
C 1.64270 -3.51568 2.31416
C 1.87545 -2.27395 3.11282
H 1.43009 -0.36943 -5.04442
H 0.08291 -0.35157 -3.90513
H 1.61309 -1.06846 -3.42671
H 1.42374 1.98510 -5.42700
H 1.93410 4.27644 -4.64604
H 2.33073 4.67972 -2.23853
H 2.74248 3.92247 -0.08956
H 2.92441 2.19447 0.27828
H 1.33518 2.93196 0.30625
H 4.06278 0.71974 -2.24595
H 4.35744 -1.01872 -2.37686
H 4.87592 -0.14340 -0.93166
H 4.59071 -1.54792 0.89849
H 4.70350 -2.47848 -0.59869
H 3.94598 -3.19590 0.83168
H 0.70691 -3.83208 -1.65741
H 1.07323 -5.56153 -1.73902
H 2.37382 -4.36128 -1.72952
H 1.14320 -6.77274 0.28083
H 1.18145 -6.85669 2.75907
H 1.51896 -4.76518 4.03793
H 1.88588 -2.49958 4.18058
H 1.10658 -1.53708 2.90756
H 2.81916 -1.79588 2.85082
Br 1.51815 3.17011 6.81015
C 1.64592 2.36450 5.09734
C 2.87037 1.98606 4.58996
Br 4.46799 2.28647 5.56478
C 2.92266 1.34932 3.33468
Br 4.57956 0.77952 2.58765
C 1.78692 1.08523 2.56665
O 1.81288 0.42834 1.46321
C 0.50470 1.56438 3.06172
O -0.54214 1.38230 2.34153
C 0.48502 2.14565 4.33035
Br -1.23847 2.60014 4.99581
F -1.03135 2.43790 -1.87386
As -2.20432 3.28837 -2.84937
F -1.35228 4.77637 -2.55247
F -1.24038 3.01745 -4.27267
F -3.37101 4.15783 -3.81199
F -3.04834 1.80571 -3.14415
F -3.18420 3.56974 -1.43562
N -2.27345 -2.72919 10.72105
C -2.24794 -2.61306 9.57691
C -2.22303 -2.48757 8.14662
C -2.81660 -3.46725 7.35503
C -2.79570 -3.35820 5.97900
C -2.17762 -2.26853 5.36676
C -1.58354 -1.28448 6.16130
C -1.60776 -1.39503 7.53625
N -2.14795 -2.16452 3.96900
C -2.58842 -3.09364 3.03094
C -2.24332 -2.59383 1.81829
N -1.58981 -1.39119 1.97852
C -1.54878 -1.16092 3.25386
H -3.29674 -4.31557 7.82404
H -3.26194 -4.12714 5.38154
H -1.10234 -0.42601 5.71409
H -1.14502 -0.62871 8.14334
H -3.09801 -4.00132 3.29346
H -2.43173 -3.00244 0.83898
H -1.15081 -0.25704 3.68366
```

HOMO: -2.5 eV
Molecular weight: 1528.121 g mol⁻¹
Energy relative to the best compared isomer or geometry (same formula, charge and spin): 0.0 kcal per mole
Multiplicity: 1
LUMO level: 3.376 eV
Charge: -2
Gap between HOMO and LUMO: 0.217 hartree
Max |F|: 0.4 eV/Å

Entry 3:
H18NO12 | the ωB97M-V functional and the def2-TZVPD basis

```
31
Properties=species:S:1:pos:R:3
N 26.20500 17.01900 39.26400
O 26.33000 18.00400 40.04100
O 26.54300 17.29700 38.07200
O 26.16200 15.87500 39.71000
O 27.21000 15.68900 35.87900
H 26.70800 16.42600 35.58000
H 27.35500 15.90600 36.77600
O 25.97100 13.72400 37.90900
H 26.71100 13.69500 37.37900
H 26.11300 14.40800 38.55900
O 28.64500 19.45500 40.86300
H 27.79700 18.99400 40.73600
H 28.74300 20.39200 41.46900
O 24.32200 14.97300 41.78900
H 25.04200 14.93100 41.03000
H 23.41900 15.34100 41.35200
O 28.18400 19.52500 37.71200
H 28.42600 19.55900 38.51500
H 27.33600 19.04400 37.88800
O 24.32300 20.29800 39.54600
H 24.93400 19.52800 39.43500
H 24.79700 21.00600 40.05600
O 23.69700 14.87900 36.84000
H 24.55800 14.78900 37.46300
H 24.14400 15.00000 35.97000
O 25.65000 18.00500 35.31300
H 25.64800 17.68400 36.11000
H 24.77100 18.11200 34.90900
O 28.78800 16.08800 40.96900
H 28.58000 15.28700 40.52100
H 28.06900 16.76100 40.73600
```

HOMO: -7.5 eV
Molecular weight: 224.139 g mol⁻¹
Energy relative to the best compared isomer or geometry (same formula, charge and spin): 92.6 kcal per mole
Multiplicity: 1
LUMO level: 2.777 eV
Charge: -1
Gap between HOMO and LUMO: 0.379 hartree
Max |F|: 10.3 eV/Å

Entry 4:
C4H9N2S | the ωB97M-V functional and the def2-TZVPD basis

```
16
Properties=species:S:1:pos:R:3
C -1.48421 0.48428 0.04628
C 1.18674 0.24773 0.84302
C 1.08444 0.20910 -0.75230
C -0.05531 -0.42455 0.03447
N -1.41403 1.80020 -0.02878
N -0.38194 -1.71146 -0.07650
S -2.96806 -0.41085 0.01950
H 2.00626 -0.23832 1.44152
H 0.99081 1.18737 1.39241
H 1.05681 1.09554 -1.43644
H 1.72175 -0.44829 -1.34355
H -0.65453 2.21189 -0.53427
H -2.26890 2.34466 0.01572
H -2.08658 -1.56287 -0.10277
H 0.01018 -2.30680 0.62848
H -0.34862 -2.22660 -0.93621
```

HOMO: -14.3 eV
Molecular weight: 117.197 g mol⁻¹
Energy relative to the best compared isomer or geometry (same formula, charge and spin): 64.7 kcal per mole
Multiplicity: 1
LUMO level: -4.334 eV
Charge: +1
Gap between HOMO and LUMO: 0.366 hartree
Max |F|: 5.6 eV/Å